(1)
C27H47KN13O5PS2Se2 as an isolated structure, computed with ωB97M-V with the def2-TZVPD basis set.

Structure (XYZ):
```
98
C27H47KN13O5PS2Se2 (ωB97M-V with the def2-TZVPD basis set)
K 0.4921 -0.8316 -0.7868
C -2.7067 3.7410 -5.1458
C -2.3143 3.1517 -3.8178
N -1.2738 2.4006 -3.6647
N -0.5976 2.0530 -4.7669
C 0.5641 1.4143 -4.4868
N 1.0466 0.7702 -5.5891
S 1.4660 1.3203 -3.0587
C -3.1318 3.3627 -2.6114
C -3.8566 4.5491 -2.4040
C -4.5954 4.7095 -1.2493
C -4.6179 3.6822 -0.3148
C -3.8849 2.5412 -0.6034
N -3.1677 2.3731 -1.7058
H -1.8174 4.0669 -5.6839
H -3.4079 4.5682 -5.0498
H -3.1776 2.9755 -5.7727
H 0.6242 0.9859 -6.4764
H 1.9845 0.4133 -5.5443
H -3.8061 5.3453 -3.1323
H -5.1432 5.6285 -1.0748
H -5.1893 3.7542 0.6016
H -3.8796 1.7018 0.0850
O 5.3375 -4.6549 1.7640
C 5.8507 -4.1395 0.5349
C 4.8958 -3.1631 -0.1728
C 5.6575 -2.4265 -1.2776
O 6.8694 -1.8006 -0.8520
C 4.2793 -2.1839 0.8375
Se 5.4835 -1.3390 2.1911
C 3.7591 -3.9917 -0.8116
Se 2.4018 -3.1134 -1.9746
H 5.4110 -3.9007 2.3744
H 6.0431 -4.9946 -0.1204
H 6.7997 -3.6338 0.7215
H 4.9756 -1.6986 -1.7264
H 5.9363 -3.1330 -2.0668
H 6.6950 -1.4044 0.0215
H 3.5307 -2.7532 1.3915
H 3.7578 -1.4001 0.2850
H 3.2507 -4.5186 -0.0029
H 4.2354 -4.7488 -1.4411
N -2.3071 0.0261 1.1119
N -2.0282 -0.7778 2.2338
C -1.4430 -2.0072 2.1303
N -1.3921 -2.7219 3.2897
N -1.0617 -2.3827 0.9370
N -0.4487 -3.6332 0.8004
O -0.5493 -4.1108 -0.2955
O 0.1708 -4.1415 1.7395
H -1.4577 0.5429 0.8870
H -2.5166 -0.5676 0.3107
H -2.7147 -0.6902 2.9658
H -1.3553 -2.1539 4.1216
H -0.7078 -3.4698 3.2507
S -3.1480 -0.3822 -4.2040
C -1.9588 -0.3733 -2.9393
N -2.1676 -1.1669 -1.9476
C -3.3459 -1.8742 -2.1266
C -3.8560 -2.8262 -1.2440
C -5.0515 -3.4436 -1.5504
C -5.7415 -3.1310 -2.7286
C -5.2405 -2.2005 -3.6185
C -4.0359 -1.5722 -3.3107
H -1.1257 0.3185 -3.0061
H -3.2886 -3.0712 -0.3557
H -5.4570 -4.1898 -0.8787
H -6.6760 -3.6316 -2.9502
H -5.7707 -1.9671 -4.5331
C 1.7488 -1.0543 2.6385
N 1.2114 0.1603 3.2792
C 1.8216 0.3666 4.5897
P 0.8298 1.4545 2.3239
O 0.6644 1.0802 0.8987
N 2.0245 2.5810 2.6140
C 3.3419 2.1813 2.0998
C 1.7384 3.9838 2.3611
N -0.5852 2.1126 2.9046
C -1.3515 3.0215 2.0693
C -1.0536 1.9827 4.2606
H 1.3233 -1.9564 3.0843
H 2.8341 -1.0665 2.7661
H 1.5531 -1.0619 1.5679
H 1.4496 -0.3878 5.2913
H 1.5909 1.3549 4.9824
H 2.9096 0.2631 4.5261
H 3.5579 1.1272 2.2831
H 4.1118 2.7611 2.6129
H 3.4187 2.3563 1.0217
H 0.8256 4.2852 2.8725
H 1.6395 4.2106 1.2919
H 2.5617 4.5824 2.7575
H -0.9603 3.0208 1.0526
H -1.3313 4.0489 2.4540
H -2.3911 2.6872 2.0236
H -0.6753 1.0648 4.7060
H -2.1477 1.9304 4.2555
H -0.7652 2.8297 4.8996
```

Results
**E_tot**: -236348.356 eV
**Total charge**: -2

---

(2)
C27H48Br6O18 as an isolated structure in a non-equilibrium geometry, computed with ωB97M-V with the def2-TZVPD basis set.

Structure (XYZ):
```
99
C27H48Br6O18 (ωB97M-V with the def2-TZVPD basis set)
C 1.3188 1.1185 0.2714
C -0.1539 0.6610 0.3768
C -0.3441 -0.6811 -0.3013
O -0.8753 -1.4776 0.7760
C -0.8928 -0.7522 1.9121
O -1.3333 -1.2508 2.9130
O -0.4412 0.4477 1.7284
H 1.4291 1.2133 -0.8088
H 2.1144 0.4235 0.5398
H 1.6092 2.0339 0.7871
H -0.7918 1.4028 -0.1039
H 0.6545 -0.9706 -0.6286
H -0.9794 -0.5486 -1.1771
C -0.3458 -4.7149 2.2008
C -1.2238 -3.5183 2.6789
C -2.7111 -3.5436 2.4325
O -3.2651 -3.4692 3.7275
C -2.3372 -3.4914 4.6951
O -2.5872 -3.6449 5.8792
O -1.0807 -3.4495 4.1203
H -0.6196 -5.6434 2.7017
H 0.6292 -4.3801 2.5551
H -0.1641 -4.8926 1.1409
H -0.7508 -2.5677 2.4327
H -3.0396 -4.5070 2.0424
H -3.0274 -2.6345 1.9212
C -5.4809 -1.8587 1.9864
C -4.7696 -1.3243 0.7593
C -3.3944 -0.6812 0.9144
O -2.7137 -1.1844 -0.2140
C -3.3602 -2.2450 -0.6708
O -2.8992 -2.9690 -1.5303
O -4.5633 -2.4019 -0.0847
H -5.9802 -1.1109 2.6025
H -4.7828 -2.4049 2.6208
H -6.1645 -2.6188 1.6083
H -5.4092 -0.6022 0.2517
H -2.7741 -0.9826 1.7585
H -3.5470 0.3964 0.9741
Br -5.7510 -0.1559 -3.5041
C -4.0598 -0.0211 -2.3098
C -2.9831 0.6873 -2.9911
Br -1.5229 1.1851 -1.7405
H -3.7486 -1.0507 -2.1333
H -4.3877 0.5366 -1.4325
H -3.3614 1.6300 -3.3865
H -2.5966 0.1356 -3.8480
Br 2.1857 1.5663 -1.9451
C 3.5745 2.5156 -3.0666
C 4.3429 3.5471 -2.2162
Br 5.5592 4.6509 -3.3068
H 2.9928 3.0151 -3.8413
H 4.2332 1.7487 -3.4742
H 4.9757 3.1685 -1.4136
H 3.6977 4.2490 -1.6878
Br 2.4850 -1.7845 4.5729
C 2.4976 -0.0003 3.7306
C 1.1202 0.6456 3.8126
Br 1.1042 2.3698 2.7253
H 2.8028 -0.0378 2.6849
H 3.1543 0.5903 4.3695
H 0.8017 0.8709 4.8304
H 0.3704 0.0286 3.3174
C 2.3615 7.9300 0.7478
O 1.6304 6.7250 1.0798
C 2.1313 5.5056 0.8636
O 3.2152 5.2986 0.3392
O 1.2375 4.6091 1.3665
C 1.4394 3.2256 1.0420
H 3.4048 7.8381 1.0499
H 1.9440 8.7481 1.3348
H 2.2971 8.1889 -0.3090
H 2.4012 2.7850 1.3045
H 1.4171 3.1481 -0.0450
H 0.5959 2.6422 1.4113
C 3.9297 -1.0041 -2.9201
O 3.6938 -0.7450 -1.5877
C 2.8007 -1.4126 -0.9087
O 2.0711 -2.3591 -1.3729
O 2.8438 -1.0655 0.3864
C 2.1631 -1.8410 1.3579
H 4.2711 -2.0167 -3.1351
H 4.6991 -0.3344 -3.3046
H 3.0649 -0.6821 -3.5002
H 1.1191 -1.6755 1.0920
H 2.4534 -1.5277 2.3607
H 2.4162 -2.8933 1.2284
C 0.6102 0.5759 -5.3546
O 0.4011 -0.7402 -4.8404
C 0.0328 -0.8839 -3.5197
O 0.2362 -0.0376 -2.6498
O -0.4696 -2.1312 -3.3203
C -1.1200 -2.4551 -2.0520
H 1.1293 1.2777 -4.7018
H -0.3591 0.9865 -5.6372
H 1.1285 0.5600 -6.3133
H -0.3224 -2.3883 -1.3122
H -1.5428 -3.4597 -2.0353
H -1.7639 -1.6577 -1.6811
```

Results
**E_tot**: -485859.563 eV
**Total charge**: 0

---

Let's list E_LUMO in order: 3.224 -0.060 eV.
Let's list HOMO level in order: -0.744 -8.052 eV.
Let's list energy relative to the best compared isomer or geometry (same formula, charge and spin) in order: 11.1 595.1 kcal/mol.